{
  "formula": "C38H28F12N3O5RuS",
  "method": "the ωB97M-V functional and the def2-TZVPD basis",
  "symbols": ["Ru", "C", "C", "C", "C", "C", "N", "C", "C", "C", "C", "C", "C", "C", "C", "O", "C", "F", "F", "F", "C", "F", "F", "F", "C", "C", "C", "O", "C", "F", "F", "F", "C", "F", "F", "F", "H", "H", "H", "H", "H", "H", "H", "H", "H", "H", "H", "H", "O", "C", "O", "C", "C", "C", "C", "C", "C", "S", "H", "H", "H", "H", "C", "N", "N", "C", "O", "C", "C", "C", "C", "C", "C", "C", "C", "C", "H", "H", "H", "H", "H", "H", "H", "H", "H", "H", "H", "H"],
  "coordinates": [[-0.457, 0.731, -0.018], [5.398, -2.435, -3.346], [4.064, -1.849, -2.956], [2.983, -1.825, -3.831], [1.774, -1.282, -3.457], [1.544, -0.699, -2.181], [0.321, -0.163, -1.883], [-0.502, 0.258, -2.944], [0.014, 1.059, -3.971], [-0.780, 1.580, -4.963], [-2.149, 1.326, -4.975], [-3.053, 1.966, -5.998], [-2.667, 0.542, -3.962], [-1.882, -0.003, -2.939], [-2.499, -0.812, -1.774], [-2.125, -0.423, -0.520], [-4.060, -0.679, -1.751], [-4.598, -1.254, -0.668], [-4.690, -1.238, -2.816], [-4.418, 0.613, -1.711], [-2.194, -2.338, -1.981], [-0.923, -2.655, -1.744], [-2.476, -2.744, -3.239], [-2.932, -3.120, -1.162], [2.623, -0.811, -1.259], [3.840, -1.344, -1.685], [2.465, -0.334, 0.194], [1.187, -0.425, 0.645], [3.013, 1.123, 0.319], [2.536, 1.885, -0.667], [2.657, 1.690, 1.479], [4.363, 1.189, 0.251], [3.260, -1.258, 1.191], [4.610, -1.202, 1.150], [2.930, -0.979, 2.464], [2.935, -2.549, 0.979], [5.605, -2.277, -4.408], [5.447, -3.515, -3.165], [6.210, -1.976, -2.778], [3.085, -2.249, -4.828], [0.953, -1.291, -4.160], [1.065, 1.313, -3.926], [-0.343, 2.238, -5.708], [-2.527, 2.138, -6.940], [-3.413, 2.937, -5.644], [-3.926, 1.343, -6.204], [-3.732, 0.359, -3.982], [4.668, -1.368, -0.989], [-0.742, 4.242, -2.619], [-0.866, 3.648, -1.546], [-0.288, 2.549, -1.256], [-1.742, 4.300, -0.480], [-2.464, 5.422, -0.893], [-3.287, 6.132, -0.038], [-3.393, 5.715, 1.286], [-2.686, 4.609, 1.715], [-1.850, 3.872, 0.854], [-1.032, 2.509, 1.617], [-2.342, 5.713, -1.928], [-3.837, 6.996, -0.393], [-4.030, 6.249, 1.984], [-2.769, 4.276, 2.742], [-0.008, -3.713, 5.055], [0.544, -2.909, 3.968], [-0.150, -1.698, 3.805], [-0.505, -1.534, 2.463], [-1.072, -0.561, 2.009], [-0.050, -2.737, 1.789], [0.529, -3.519, 2.703], [1.133, -4.869, 2.537], [0.097, -0.643, 4.711], [-0.692, 0.504, 4.661], [-0.425, 1.547, 5.534], [0.591, 1.453, 6.477], [1.370, 0.305, 6.517], [1.138, -0.738, 5.632], [-0.001, -3.131, 5.974], [0.623, -4.590, 5.195], [-1.036, -4.029, 4.840], [-0.115, -2.869, 0.722], [1.275, -5.067, 1.477], [0.490, -5.652, 2.949], [2.102, -4.923, 3.036], [-1.463, 0.602, 3.911], [-1.016, 2.450, 5.451], [0.789, 2.274, 7.155], [2.186, 0.224, 7.226], [1.787, -1.603, 5.620]],
  "atomic_forces_ev_per_a": [[0.027, 0.038, -0.129], [-0.034, 0.005, 0.015], [0.021, 0.005, -0.028], [-0.031, -0.023, -0.007], [0.080, -0.035, 0.013], [-0.378, -0.150, 0.078], [0.262, 0.234, -0.604], [0.156, -0.229, 0.376], [0.107, 0.135, -0.015], [-0.033, 0.019, -0.005], [0.046, 0.029, -0.022], [0.022, -0.016, 0.015], [-0.054, -0.145, 0.019], [-0.126, 0.036, -0.009], [-0.134, 0.019, 0.130], [-0.084, -0.185, -0.419], [0.191, 0.152, 0.113], [-0.047, 0.037, 0.018], [-0.108, -0.059, -0.056], [-0.062, -0.041, -0.029], [-0.135, 0.217, 0.079], [0.138, 0.012, -0.013], [0.040, -0.057, -0.104], [0.010, -0.080, 0.019], [0.175, 0.035, -0.029], [0.000, 0.044, 0.075], [0.114, -0.314, -0.004], [0.238, 0.442, 0.123], [-0.241, -0.133, 0.033], [-0.029, 0.051, 0.026], [0.078, 0.004, 0.050], [0.111, 0.053, -0.096], [-0.288, 0.078, -0.084], [0.098, -0.023, 0.043], [0.030, -0.014, -0.009], [0.055, -0.006, 0.028], [-0.004, 0.006, 0.004], [-0.013, 0.009, 0.000], [-0.010, -0.001, 0.000], [-0.007, 0.020, 0.005], [0.022, -0.019, -0.013], [-0.014, -0.008, -0.008], [-0.005, -0.011, 0.009], [-0.001, -0.018, 0.012], [-0.001, -0.004, -0.002], [0.004, 0.005, 0.010], [0.028, 0.010, 0.004], [-0.024, 0.008, -0.022], [0.038, -0.019, -0.035], [0.017, 0.106, 0.177], [-0.008, -0.170, -0.177], [-0.064, -0.028, -0.024], [-0.021, -0.017, 0.034], [0.012, -0.004, -0.004], [0.038, -0.045, -0.012], [-0.035, 0.066, -0.032], [0.089, -0.077, 0.043], [-0.110, 0.041, 0.222], [-0.002, 0.003, -0.001], [-0.003, 0.001, -0.006], [0.003, 0.001, 0.003], [0.001, -0.003, -0.009], [-0.043, -0.005, -0.035], [0.101, -0.020, 0.058], [-0.076, -0.031, 0.163], [-0.057, -0.020, -0.438], [-0.116, 0.131, 0.532], [-0.059, 0.056, 0.002], [0.038, -0.106, 0.013], [0.036, 0.003, 0.028], [0.021, -0.041, -0.129], [-0.004, 0.060, 0.030], [-0.006, -0.008, -0.005], [0.000, -0.059, -0.036], [-0.038, 0.002, -0.017], [0.042, 0.031, 0.048], [0.021, 0.013, -0.002], [-0.004, -0.004, -0.004], [0.003, 0.012, 0.006], [-0.023, -0.018, 0.014], [-0.004, 0.003, 0.007], [0.004, 0.005, 0.005], [-0.001, 0.006, -0.018], [0.020, -0.004, 0.015], [0.009, -0.007, 0.008], [0.004, 0.000, -0.005], [0.005, 0.006, -0.004], [-0.022, 0.009, -0.002]],
  "mulliken_spin": [3.951, -0.001, 0.010, -0.002, 0.018, -0.010, 0.195, -0.007, 0.027, -0.004, 0.016, -0.001, -0.005, -0.039, 0.019, 0.147, 0.018, 0.000, 0.001, 0.000, 0.000, 0.001, 0.001, 0.000, 0.004, -0.007, 0.038, 0.178, -0.020, -0.001, 0.004, 0.001, 0.036, 0.003, 0.003, 0.001, 0.000, 0.001, 0.000, 0.001, 0.001, -0.001, 0.000, 0.000, 0.001, 0.000, 0.000, -0.001, 0.024, 0.008, 0.143, 0.025, -0.005, 0.013, -0.006, 0.008, -0.050, 0.222, -0.001, 0.002, -0.001, -0.003, 0.001, 0.002, 0.003, 0.012, 0.039, -0.021, 0.013, 0.000, -0.003, 0.001, 0.001, 0.002, 0.000, 0.001, 0.000, 0.000, 0.000, -0.005, 0.000, 0.000, 0.000, -0.003, 0.000, 0.000, 0.000, 0.000],
  "homo_energy_ev": [-1.48, -1.57],
  "charge": -2,
  "lumo_energy_ev": [3.98, 3.98],
  "e_above_lowest_kj_mol": 0.0,
  "total_energy_ev": -100598.6559,
  "s_squared": 8.760,
  "spin_multiplicity": 6
}


{
  "formula": "C4H8ClNiO2S",
  "method": "the ωB97M-V functional and the def2-TZVPD basis",
  "symbols": ["Ni", "Cl", "C", "C", "C", "S", "O", "O", "C", "H", "H", "H", "H", "H", "H", "H", "H"],
  "coordinates": [[3.666, -1.241, -2.754], [2.655, -0.168, -1.785], [0.561, -0.497, -0.435], [0.723, 0.604, 0.594], [-0.516, 0.783, 1.512], [-1.969, 0.387, 0.336], [-2.300, 1.599, -0.379], [-2.958, -0.292, 1.175], [-0.935, -0.911, -0.602], [1.162, -1.343, -0.101], [1.032, -0.135, -1.349], [0.883, 1.578, 0.130], [1.671, 0.653, 1.130], [-0.777, 1.739, 1.966], [-0.433, -0.019, 2.246], [-1.381, -0.878, -1.596], [-1.083, -1.861, -0.089]],
  "atomic_forces_ev_per_a": [[5.029, -5.498, -4.958], [-2.329, 5.846, 3.829], [-1.959, -0.885, 2.008], [0.031, 2.956, 0.514], [-0.393, -1.479, -1.584], [1.071, -0.396, 3.497], [0.446, -1.234, -0.323], [0.809, 0.523, -1.676], [-0.109, 1.352, 0.135], [-0.325, -0.287, -0.183], [-1.500, 0.125, -0.629], [-0.560, 0.194, -0.832], [-0.062, -1.147, 0.478], [0.555, 0.018, -0.208], [-0.716, 0.114, 0.199], [0.393, -0.333, -0.104], [-0.379, 0.129, -0.163]],
  "mulliken_spin": [1.281, 0.474, 0.109, 0.012, 0.016, 0.003, 0.002, 0.016, 0.019, -0.003, 0.049, 0.010, 0.001, 0.000, 0.000, 0.007, 0.005],
  "homo_energy_ev": [-13.03, -12.96],
  "charge": 1,
  "lumo_energy_ev": [-6.43, -8.48],
  "e_above_lowest_kj_mol": 512.3,
  "total_energy_ev": -72760.0023,
  "s_squared": 2.011,
  "spin_multiplicity": 3
}


- Which formula does entry 2 have?
  C4H8ClNiO2S